Here is a molecular structure, C28H21FeN4SSb in a non-equilibrium geometry from the OMol25 dataset. Energies are from ωB97M-V/def2-TZVPD.

Structure (XYZ):
```
56
Properties=species:S:1:pos:R:3:forces:R:3
Fe 2.763 -1.534 1.008 1.106 0.477 -0.659
N 4.781 -1.324 1.355 0.253 -0.193 0.162
C 5.715 -0.688 1.069 -0.345 0.194 -0.173
N 6.722 0.045 0.729 0.157 0.216 -0.125
C 6.421 1.119 0.019 0.176 -0.160 0.209
N 6.174 2.068 -0.603 0.302 0.076 0.029
S 1.064 -2.027 2.257 -0.661 -0.931 -0.031
Sb -0.494 0.454 -0.135 -0.004 -0.081 -0.103
C -1.045 1.319 -2.036 0.005 0.036 0.008
C -0.318 2.331 -2.661 0.013 -0.038 0.000
C -0.618 2.735 -3.956 0.002 0.003 0.010
C -1.650 2.126 -4.655 -0.004 -0.003 -0.002
C -2.369 1.102 -4.056 0.000 0.001 -0.008
C -2.061 0.699 -2.764 -0.034 0.021 0.022
C 0.235 2.224 0.849 0.069 0.012 -0.062
C 1.055 2.014 1.958 0.073 -0.010 -0.057
C 1.594 3.087 2.657 0.004 -0.002 0.010
C 1.329 4.386 2.249 -0.002 0.002 0.003
C 0.509 4.608 1.151 -0.016 -0.004 0.000
C -0.037 3.534 0.460 -0.106 -0.015 0.112
C -2.441 0.564 0.776 0.000 -0.062 -0.014
C -2.576 -0.084 2.003 -0.007 -0.039 -0.014
C -3.787 -0.070 2.682 -0.008 0.007 0.000
C -4.883 0.581 2.135 0.001 -0.002 0.001
C -4.762 1.222 0.911 -0.002 0.006 0.004
C -3.547 1.214 0.236 0.025 0.087 0.032
H 0.504 2.809 -2.142 0.017 0.015 0.023
H -0.040 3.525 -4.421 0.002 -0.001 0.001
H -1.885 2.441 -5.664 -0.001 0.000 -0.001
H -3.167 0.609 -4.598 -0.002 -0.001 -0.001
H -2.628 -0.113 -2.319 0.000 0.003 -0.001
H 1.291 1.001 2.270 -0.022 0.010 0.010
H 2.231 2.904 3.513 0.004 0.001 0.001
H 1.759 5.223 2.785 -0.001 0.002 0.002
H 0.289 5.620 0.834 0.000 -0.001 0.000
H -0.701 3.727 -0.374 0.004 -0.001 -0.054
H -1.731 -0.617 2.429 -0.001 -0.005 -0.006
H -3.875 -0.578 3.635 0.000 -0.001 0.001
H -5.831 0.587 2.660 -0.001 0.002 0.001
H -5.614 1.734 0.479 -0.002 -0.001 -0.001
H -3.465 1.731 -0.713 -0.002 -0.010 -0.007
N 3.676 1.064 -0.752 -1.098 -0.244 0.093
C 3.070 0.199 -0.277 0.186 0.071 -0.098
H 4.240 1.867 -0.974 0.417 0.037 -0.078
C 1.517 -3.000 0.754 -0.733 0.176 0.780
C 0.890 -4.232 0.423 0.323 0.280 -0.167
C 1.131 -4.769 -0.871 0.067 -0.073 -0.048
C 0.585 -5.968 -1.278 0.008 0.060 0.031
C -0.230 -6.704 -0.417 -0.009 -0.025 -0.008
C -0.480 -6.201 0.856 -0.027 0.014 0.066
C 0.061 -4.998 1.272 -0.156 0.083 0.104
H 1.760 -4.200 -1.545 0.008 0.004 0.014
H 0.791 -6.337 -2.277 0.001 0.002 0.001
H -0.662 -7.645 -0.733 0.004 0.000 0.000
H -1.110 -6.759 1.540 -0.003 -0.008 -0.004
H -0.149 -4.624 2.267 0.020 0.011 -0.004
```
Positions in Å, forces in eV/Å.

2S+1 ... 6
Charge ... -1
HOMO level (alpha / beta) ... -2.90 / -5.21 eV
Maximum force ... 1.37 eV/A

***

Here is a molecular structure, C28H21NO9P2S2 in a non-equilibrium geometry from the OMol25 dataset. Energies are from ωB97M-V/def2-TZVPD.

Structure (XYZ):
```
63
Properties=species:S:1:pos:R:3:forces:R:3
N -0.062 -3.040 7.120 -0.389 -0.180 0.202
P -0.234 -4.133 6.060 0.083 1.286 1.388
O -0.985 -5.421 6.671 0.603 -0.625 -1.034
O 1.164 -4.607 5.507 0.193 -0.763 -0.461
O -0.984 -3.710 4.687 -0.213 -1.019 0.883
S -2.626 -3.296 4.734 -0.278 -0.568 -2.973
O -2.863 -2.406 5.796 -0.024 1.158 1.706
O -3.386 -4.709 5.165 0.682 0.141 0.800
P -4.173 -4.691 6.634 -1.438 -0.009 0.160
S -5.876 -3.799 6.678 0.325 -0.020 -0.062
H -0.490 -3.340 7.991 0.058 0.443 0.080
H -0.563 -6.214 6.285 -0.544 0.077 0.254
H 1.734 -4.633 6.298 0.072 0.210 -0.445
H -3.265 -4.280 7.614 0.269 -0.080 -0.313
H -4.357 -6.062 6.865 0.582 -0.028 -0.240
C -0.095 -1.125 -1.808 0.019 -0.039 0.013
C -0.208 -2.069 -0.793 0.000 0.034 -0.046
C -1.333 -2.092 0.013 0.124 -0.095 0.003
C -2.347 -1.163 -0.184 -0.048 0.118 -0.054
C -2.223 -0.201 -1.188 -0.105 -0.036 0.108
C -1.100 -0.194 -2.004 0.204 -0.040 -0.091
C -3.274 0.835 -1.388 0.025 0.160 -0.175
O -3.168 1.668 -2.264 0.001 0.004 -0.008
C -4.455 0.828 -0.480 0.058 -0.117 0.086
C -5.420 1.817 -0.611 -0.126 0.113 -0.007
C -6.528 1.814 0.218 -0.019 -0.053 0.047
C -6.682 0.818 1.177 -0.006 0.056 -0.045
C -5.721 -0.167 1.315 -0.127 0.014 0.093
C -4.600 -0.162 0.495 0.079 0.064 -0.121
C -3.559 -1.209 0.680 -0.028 -0.149 0.161
O -3.693 -2.077 1.518 0.033 -0.041 0.054
H 0.783 -1.115 -2.441 0.023 0.012 0.030
H 0.583 -2.789 -0.632 0.004 0.000 -0.007
H -1.425 -2.828 0.800 -0.114 0.031 0.022
H -1.010 0.543 -2.790 -0.120 0.071 0.046
H -5.301 2.589 -1.358 0.100 -0.057 -0.050
H -7.277 2.589 0.118 -0.004 -0.001 -0.002
H -7.553 0.815 1.819 0.000 0.001 0.004
H -5.836 -0.940 2.063 0.108 -0.042 -0.022
C 1.379 4.273 -5.056 -0.017 -0.056 0.017
C 0.932 3.016 -4.661 0.005 0.069 -0.025
C 1.797 2.141 -4.028 -0.237 -0.026 -0.051
C 3.114 2.511 -3.797 0.150 0.068 -0.004
C 3.569 3.763 -4.214 0.032 -0.122 0.064
C 2.694 4.645 -4.835 -0.122 0.075 -0.078
C 4.991 4.161 -4.017 0.066 0.214 -0.065
O 5.388 5.249 -4.375 0.010 0.007 -0.005
C 5.916 3.183 -3.377 -0.117 -0.119 0.009
C 7.257 3.511 -3.233 0.163 0.031 0.023
C 8.126 2.619 -2.630 -0.015 -0.064 0.035
C 7.657 1.397 -2.157 0.034 0.054 -0.019
C 6.322 1.063 -2.302 0.121 -0.092 0.061
C 5.449 1.949 -2.919 -0.032 0.139 -0.065
C 4.022 1.561 -3.098 -0.089 -0.218 0.083
O 3.611 0.494 -2.689 0.000 -0.014 -0.010
H 0.700 4.960 -5.543 -0.004 0.000 0.001
H -0.093 2.723 -4.844 -0.008 0.013 0.016
H 1.450 1.166 -3.715 0.113 -0.025 0.064
H 3.045 5.619 -5.146 0.115 -0.027 0.028
H 7.620 4.462 -3.598 -0.118 0.041 -0.025
H 9.172 2.874 -2.523 0.001 0.002 0.006
H 8.336 0.705 -1.679 0.003 0.000 0.000
H 5.956 0.112 -1.940 -0.112 0.021 -0.046
```
Positions in Å, forces in eV/Å.

2S+1 ... 1
HOMO level ... -9.01 eV
Maximum force ... 3.04 eV/A

***

Here is a molecular structure, C28H22BF2IMnN4O5 in a non-equilibrium geometry from the OMol25 dataset. Energies are from ωB97M-V/def2-TZVPD.

Structure (XYZ):
```
64
Properties=species:S:1:pos:R:3:forces:R:3
Mn -2.337 0.522 -0.029 0.540 0.209 0.820
O 1.489 2.062 -2.521 -0.002 -0.010 -0.032
C 1.979 0.842 -2.891 0.040 0.125 0.090
C 3.216 0.840 -3.526 0.007 0.038 -0.019
C 3.833 -0.354 -3.862 -0.035 -0.001 0.025
C 3.210 -1.559 -3.559 -0.020 -0.031 -0.006
C 1.963 -1.553 -2.956 0.041 -0.035 -0.093
C 1.314 -0.363 -2.630 -0.059 -0.123 0.140
C 0.016 -0.400 -1.936 0.036 -0.022 -0.020
O -0.854 0.683 -2.146 -0.210 0.366 -0.335
N -0.250 -1.245 -1.034 0.156 -0.374 0.149
N -1.364 -1.186 -0.292 0.189 -0.518 0.137
C -1.140 -1.948 0.916 -0.029 0.385 -0.384
C -2.390 -2.322 1.651 -0.027 0.003 0.022
C -2.608 -3.652 1.980 -0.058 0.050 0.029
C -3.723 -4.060 2.705 0.005 0.080 -0.010
C -4.634 -3.085 3.109 0.089 0.037 -0.032
C -4.438 -1.752 2.790 -0.035 -0.080 0.025
C -3.316 -1.319 2.045 -0.050 0.072 -0.004
O -3.162 -0.060 1.749 0.078 -0.152 -0.238
H 0.763 1.957 -1.885 0.042 0.011 -0.049
H 3.692 1.796 -3.714 -0.024 -0.051 0.029
H 4.807 -0.341 -4.339 -0.048 -0.006 0.015
H 3.693 -2.501 -3.793 -0.025 0.033 0.008
H 1.456 -2.479 -2.716 0.013 0.016 0.007
H -0.592 -2.845 0.637 0.133 -0.100 0.025
H -1.877 -4.390 1.660 -0.001 0.024 0.002
H -3.875 -5.105 2.951 0.001 0.029 -0.014
H -5.512 -3.375 3.679 -0.001 0.027 -0.010
H -5.154 -0.996 3.094 0.027 -0.009 -0.015
C 1.284 -3.489 2.204 0.028 0.062 0.021
C 1.842 -2.154 1.783 0.202 -0.063 0.064
N 3.182 -2.097 1.664 -0.071 0.091 -0.006
C 3.704 -0.894 1.400 -0.075 -0.098 0.050
C 2.981 0.258 1.189 0.003 -0.016 0.090
C 3.703 1.559 1.014 0.017 0.035 -0.024
O 3.470 2.489 2.089 0.070 -0.082 -0.105
C 1.552 0.200 1.198 -0.059 0.079 -0.204
C 0.815 1.356 0.811 -0.089 -0.026 -0.010
N -0.501 1.489 0.612 -0.280 -0.064 0.066
C -1.076 2.717 0.281 0.199 0.022 0.168
C -0.493 3.991 0.256 -0.008 0.058 -0.002
C -1.290 5.073 -0.122 -0.030 -0.160 -0.006
C -2.622 4.890 -0.474 0.062 -0.021 0.061
C -3.180 3.605 -0.454 -0.168 0.065 0.006
C -2.426 2.522 -0.061 0.026 0.333 -0.115
I -4.348 0.129 -1.651 -0.403 -0.048 -0.462
C 1.011 -1.065 1.570 -0.004 0.197 -0.019
O -0.323 -1.163 1.841 -0.201 -0.318 0.057
H 2.053 -4.015 2.769 -0.003 -0.024 0.014
H 1.033 -4.100 1.332 -0.001 -0.006 0.044
H 0.385 -3.377 2.812 0.029 0.007 -0.063
H 4.792 -0.851 1.365 -0.028 0.034 0.003
H 3.446 2.032 0.060 -0.041 0.041 -0.029
H 4.777 1.374 1.008 0.037 0.003 0.006
H 2.540 2.404 2.329 -0.011 -0.024 0.005
H 1.419 2.234 0.585 0.004 0.020 0.023
H 0.541 4.153 0.538 -0.017 0.002 -0.033
H -0.857 6.068 -0.145 0.000 0.014 0.009
H -3.228 5.741 -0.770 0.030 -0.012 0.007
H -4.215 3.467 -0.753 0.033 -0.028 -0.029
F -1.873 2.236 -3.553 0.069 -0.266 0.149
B -1.284 1.057 -3.378 0.002 0.227 -0.256
F -1.024 0.348 -4.484 -0.096 -0.025 0.260
```
Positions in Å, forces in eV/Å.

2S+1 ... 6
Charge ... -2
HOMO level (alpha / beta) ... -0.34 / -2.22 eV
Maximum force ... 1.00 eV/A